(1)
12 unconnected molecules or ions with the total composition C37H74O13 at a distorted geometry, computed with ωB97M-V/def2-TZVPD.

```
124
Properties=species:S:1:pos:R:3:forces:R:3
H 11.977527 17.321792 7.369165 -0.298 0.603 -0.065
H 17.174326 11.698012 14.045476 -0.057 0.156 -0.821
H 10.629057 16.828649 15.026737 -0.160 0.320 -0.354
H 10.648991 15.722469 11.627049 0.614 -0.127 -0.185
H 10.345435 10.260658 15.568473 0.738 -0.185 -0.357
O 14.261534 12.644815 8.729681 0.062 -0.011 0.081
H 12.935184 19.538004 7.993244 -0.091 1.653 0.968
H 7.654951 15.170964 14.252331 -0.482 0.228 -0.512
H 12.036096 14.254954 7.827212 -0.681 0.816 0.203
C 12.984324 11.317621 7.202388 0.311 0.362 -0.967
H 7.661615 13.639114 13.533121 -0.638 0.445 -0.624
H 11.585331 12.229598 12.445101 -0.008 0.337 -0.081
H 11.185834 9.436746 11.867120 -0.428 -0.129 0.044
H 15.422088 19.562582 9.581917 0.369 -0.127 -0.966
H 12.330201 13.561164 15.166655 -0.313 -0.725 1.312
C 11.893221 12.854924 15.941599 0.952 0.887 -1.770
O 15.895941 10.374388 13.080235 -0.844 1.084 0.137
H 6.930831 12.585153 15.388017 -0.666 -0.574 -0.185
C 17.896898 11.110182 11.985624 -1.080 -0.511 1.193
H 10.283955 19.848707 9.620317 -0.044 -0.224 -0.302
H 18.700171 11.760809 12.124425 1.401 1.414 -0.081
H 10.933704 15.624218 9.877678 0.523 -0.149 0.694
H 12.157178 21.223078 8.285793 -0.911 0.091 0.036
C 13.756467 9.506830 13.746152 -0.922 0.838 -1.399
C 13.608106 20.764431 9.772686 0.355 -0.150 0.930
H 11.708534 17.580561 16.285010 -0.683 -0.629 -0.403
H 10.223190 11.183842 17.062455 0.273 -0.237 0.320
H 9.175029 18.441908 9.629941 -0.022 0.120 0.112
H 12.046539 14.822522 6.191754 -0.346 -0.139 0.136
C 17.024339 15.003067 8.609002 1.869 1.147 0.824
H 14.479343 15.547732 8.667524 -0.007 1.306 -0.865
C 10.519984 18.695989 11.379523 -1.380 -0.143 -2.394
H 10.663130 7.949159 11.168298 0.416 -1.193 -1.374
C 10.011106 11.186768 16.001674 -0.235 0.166 0.762
C 14.720309 10.680028 13.711377 1.348 1.216 -0.293
H 14.919036 17.208369 8.165577 -0.236 1.783 0.233
H 6.115224 14.620424 13.512629 0.501 -0.105 -0.263
C 13.505850 17.881634 14.276859 0.622 -0.015 1.202
C 9.387488 19.075615 12.288698 0.702 -0.706 0.581
C 7.395678 14.485675 10.896903 -2.102 -1.675 0.265
H 5.121694 12.144944 15.699712 0.863 0.517 -0.019
H 12.540919 11.980389 16.011377 -0.023 -0.130 -0.128
H 16.341972 12.426009 12.597034 -0.524 0.066 0.374
C 10.187569 18.780169 9.855348 -0.150 0.249 1.246
H 4.897248 11.793602 18.461648 -0.197 -0.123 -0.257
O 6.697494 14.198124 17.256682 -0.638 -2.150 -0.023
H 10.884623 18.166786 9.299211 0.227 0.126 -0.052
H 16.838740 13.926252 8.667505 0.028 0.256 0.072
H 13.196505 12.090192 6.423520 0.087 -0.480 0.795
C 14.593909 19.724938 10.236025 -0.623 0.051 -0.152
H 9.860964 11.168562 11.153056 -0.169 0.388 -0.190
H 12.243157 13.832937 12.892198 -0.054 0.616 0.971
H 11.615269 17.012181 5.692954 -0.143 -0.415 0.283
H 13.692084 9.721560 9.529866 -0.203 0.488 0.001
C 14.843001 16.230233 7.814396 -1.216 -4.533 1.296
C 11.359842 14.646324 7.038104 1.259 -1.430 -1.016
H 12.706720 9.882699 13.570125 1.151 -0.342 0.139
H 9.231927 10.363569 9.698896 -0.076 0.336 0.239
H 12.349628 15.644644 11.055076 0.404 0.536 0.137
O 14.581581 11.800525 14.184836 -0.799 -1.859 -0.346
O 9.990982 13.052023 14.526539 -0.306 0.068 0.079
C 16.813571 11.543070 13.007339 0.795 -1.972 -0.424
C 7.633732 15.261352 12.115387 -0.597 -0.285 -0.350
H 13.378685 10.347880 6.812203 -0.501 0.567 0.482
H 13.784457 9.126689 14.726249 -0.035 -0.564 1.403
C 10.545537 12.454155 15.420247 0.708 -0.361 -0.138
C 11.141828 17.148951 6.675887 -0.500 -0.721 -0.339
H 7.692363 13.448728 11.030749 0.028 -0.177 0.032
H 13.300203 18.706510 14.984857 -0.147 -0.248 -0.506
C 7.212677 14.650406 13.379895 0.632 -0.793 2.586
H 6.328841 11.129252 16.337727 0.510 -0.287 0.024
H 13.767872 21.077110 7.876210 1.270 0.676 -1.470
H 6.568191 11.816031 19.008035 -0.527 0.472 -0.189
H 13.270157 18.198873 13.256087 -0.242 -0.324 0.264
H 8.665887 19.691451 11.826047 -0.514 1.020 -0.739
H 13.986224 8.668521 13.055718 0.061 0.839 0.284
H 15.032247 20.022874 11.157716 0.016 0.185 0.966
H 5.506528 13.233622 19.271383 -0.020 0.400 0.477
O 11.610445 18.293655 11.672992 0.745 0.010 1.100
C 6.175987 12.167440 16.075056 -0.244 0.544 -0.045
C 13.012352 20.603937 8.426329 -0.180 -2.104 -0.478
C 6.260137 13.041259 17.299526 0.022 1.770 0.053
H 17.058772 15.490893 9.631419 -0.907 -0.655 -1.004
H 11.925722 13.296380 16.927711 -0.414 0.291 0.266
H 10.740281 13.776497 6.797065 -0.134 0.225 0.011
H 11.894530 11.294593 7.314016 0.130 -0.379 -0.013
H 7.924798 14.889498 10.100615 0.743 0.815 -1.651
H 12.109063 10.569305 9.870185 1.523 0.322 -0.806
H 8.964181 11.147779 15.909747 -1.515 0.122 -0.261
C 16.206489 15.680131 7.556119 0.250 1.132 -1.283
H 10.318975 8.162374 12.800446 -0.058 0.170 0.166
C 10.378424 8.689526 11.849166 0.122 0.628 1.197
C 9.029616 9.240073 11.475944 0.197 1.191 -0.109
H 18.338504 10.133574 12.207512 -0.536 -0.088 -0.199
H 9.717561 19.506361 13.215286 0.304 0.251 0.427
C 11.533290 16.709519 15.604152 1.151 0.360 1.323
O 8.082508 16.370011 12.025079 0.661 1.187 0.315
C 10.522505 15.853060 7.260847 -0.359 0.583 1.054
C 5.749698 12.449498 18.584917 0.917 -0.590 0.161
C 11.325509 13.818670 10.935988 0.257 -0.623 -0.836
H 18.048778 15.259949 8.246345 -0.471 -1.004 0.204
H 6.274228 14.456496 10.700802 1.288 0.136 0.103
H 8.056052 11.024434 10.899600 0.096 0.222 -0.176
H 11.417624 15.779407 16.205984 0.179 0.673 -0.487
C 9.036823 10.578072 10.763250 0.186 -0.942 -0.034
O 10.826440 13.192342 10.005084 0.391 -0.145 1.086
O 16.699624 15.892587 6.463731 0.069 -0.433 0.178
C 12.792636 16.613357 14.752959 -0.254 -1.856 -0.983
O 9.525051 15.809830 7.969253 0.891 0.529 -1.164
H 8.812049 18.184534 12.521410 0.249 -0.344 0.065
H 13.609054 11.181261 10.614180 0.007 -0.541 -0.596
C 11.345523 15.315440 10.863212 -1.404 -0.120 -0.108
H 14.024350 18.810599 10.329413 0.021 -0.500 0.222
H 14.174609 15.969455 6.964975 0.539 0.950 0.395
C 12.080573 13.148101 12.102991 -0.812 -0.385 -1.256
O 7.995333 8.697992 11.753496 -0.348 -0.685 0.250
O 13.185822 15.478918 14.459086 0.015 1.934 0.096
H 13.066280 12.869212 11.751189 0.272 -0.012 -0.297
H 17.525742 11.206786 10.968849 0.002 -0.282 -0.009
C 13.579111 11.661994 8.554079 -0.547 -0.116 -0.534
O 13.376215 21.731738 10.458607 -0.271 0.172 -0.024
H 14.593787 17.705497 14.365120 -0.438 -0.100 -0.276
C 13.232557 10.718525 9.675597 -0.865 -0.157 1.585
H 10.418186 17.956771 6.518258 0.270 -0.039 0.791
```
Forces are in eV/Å.

Values from the calculation:
SMILES: CCOC(C)=O.CC(C)=O.CC(C)=O.CC(C)=O.CC(C)=O.CC(C)=O.CC(C)=O.CC(C)=O.CC(C)=O.CC(C)=O.CC(C)=O.CC(C)=O
Energy: -2432.2313 a.u.
Net charge: 0
Molar mass: 727.0 g/mol
Maximum force: 4.87 eV/A
Kohn-Sham gap: 0.3566 hartree



(2)
C3H6N2O in the gas phase at a distorted geometry, computed with ωB97M-V/def2-TZVPD.

```
12
Properties=species:S:1:pos:R:3:forces:R:3
H -1.487164 0.609179 0.662034 -2.383 0.362 -2.329
O 1.780005 -1.276592 0.246469 0.201 0.520 1.791
H -1.037986 -0.679125 -1.966406 -2.891 -0.816 -2.733
C -0.922527 0.651961 1.496972 2.116 1.827 2.764
H 0.866933 -0.026082 2.234361 1.053 -0.105 -0.043
H 1.403109 -0.727847 -1.738133 -3.053 0.293 1.647
H -1.176857 1.402811 2.358980 0.323 -2.143 -1.469
H -0.333935 0.976331 -2.026618 -1.206 -0.860 -0.650
C 0.761787 -0.549481 0.119685 4.852 -3.530 2.629
C 0.272131 0.063526 1.354677 -2.330 0.906 0.375
N -0.593880 0.079653 -1.601672 -0.738 3.568 0.149
N 0.468383 -0.524333 -1.140350 4.055 -0.023 -2.130
```
Forces are in eV/Å.

Values from the calculation:
SMILES: C=CC(=O)NN
Relative energy (zero: lowest compared OMol25 entry of this formula, charge and spin): 403.48 kJ/mol
Energy: -302.5394 a.u.
Net charge: 0
Molar mass: 86.1 g/mol
Maximum force: 6.55 eV/A
Kohn-Sham gap: 0.3695 hartree